Entry 1:
This record from OMol25 describes a structure of composition C28H53LuO2PSe2Si2 at a distorted geometry. The level of theory is ωB97M-V/def2-TZVPD.

```
89
Properties=species:S:1:pos:R:3
Lu 0.246 0.594 0.461
Se -1.553 1.767 2.086
Se 1.956 2.167 1.877
P 0.142 3.004 2.839
Si 1.735 2.061 -1.973
Si -1.502 -2.445 1.947
O -0.603 -1.507 -2.727
O 0.273 -3.877 -2.083
C 1.867 2.596 6.549
C -0.699 7.038 2.843
C -0.783 4.913 1.033
C -0.292 4.703 2.336
C 1.662 -4.012 -1.696
C -0.406 -6.153 -2.740
C 0.831 2.956 7.418
C 0.421 3.002 4.641
C -0.243 5.779 3.243
C 2.848 0.675 -1.284
C -0.809 -1.576 0.415
C 0.364 -1.390 -3.959
C -1.231 6.167 0.641
C -0.414 3.327 6.899
C -3.040 -3.411 1.422
C -0.035 1.745 -1.463
C 1.664 2.612 5.170
C -0.206 -3.646 2.594
C 2.542 -4.425 -2.851
C -1.195 7.239 1.549
C -0.597 -4.985 -1.800
C 0.161 -2.454 -5.006
C 1.907 2.055 -3.845
C -2.598 -0.528 -3.681
C 2.409 3.721 -1.420
C -0.631 3.347 5.515
C -2.069 -1.491 3.474
C -2.099 -1.810 -3.094
H -2.048 -2.660 -3.778
H -1.225 -1.146 4.082
H -2.449 0.309 -2.992
H 0.513 -6.706 -2.526
H 2.842 2.298 6.946
H 0.150 5.628 4.251
H -0.843 4.067 0.342
H -2.097 -0.316 -4.634
H 3.718 1.120 -0.777
H 2.470 2.318 4.496
H 0.933 -2.336 -5.782
H 2.279 -5.417 -3.232
H 0.494 -3.133 3.266
H 3.222 0.125 -2.159
H -2.673 -0.609 3.222
H -1.605 6.320 -0.374
H 0.119 -0.387 -4.307
H 0.272 -3.460 -4.586
H -0.279 -2.232 -2.087
H -0.409 -5.843 -3.792
H 0.997 2.942 8.494
H 3.571 -4.468 -2.492
H 2.471 3.807 -0.324
H 0.372 -4.078 1.766
H 3.414 3.875 -1.836
H -0.663 -4.473 3.156
H -2.561 -2.081 -2.140
H 1.045 2.582 -4.279
H -0.628 2.663 -1.288
H -2.783 -4.231 0.737
H 2.820 2.587 -4.155
H -1.242 -6.842 -2.595
H -1.604 3.623 5.110
H -1.546 8.221 1.238
H -1.611 -4.573 -1.891
H 2.497 -3.697 -3.666
H 1.954 -3.015 -1.329
H 1.757 4.525 -1.791
H -0.549 1.194 -2.268
H -1.227 3.608 7.574
H -0.804 -2.352 -5.520
H -0.125 -2.248 -0.127
H 1.942 1.045 -4.267
H 1.355 -1.402 -3.504
H -1.644 -1.350 -0.268
H -3.666 -0.599 -3.891
H -2.687 -2.137 4.120
H 2.429 -0.090 -0.593
H -3.753 -2.752 0.905
H -0.441 -5.289 -0.756
H -3.561 -3.845 2.287
H 1.726 -4.725 -0.863
H -0.663 7.873 3.549
```

## Properties
Kohn-Sham gap	8.4	eV
ΔE to the lowest compared entry with this formula, charge and spin	0.000	eV
maximum force	0.0296	Eh/bohr
multiplicity	1
net charge	+1
E_LUMO	-1.954	eV
E	-223344.33076	eV

Atom charges from the Löwdin analysis, given in e for atoms 1 to 2: atom 1 (Lu): 0.99, atom 2 (Se): 0.31

=====

Entry 2:
This record from OMol25 describes a structure of composition C28H54BiN5O7SSi4. The level of theory is ωB97M-V/def2-TZVPD.

```
100
Properties=species:S:1:pos:R:3
Bi 0.879 -0.946 -0.095
S 1.280 1.470 -2.522
Si -2.902 -0.611 2.271
Si -2.688 1.667 -0.706
Si -1.900 -0.399 0.138
Si -3.246 -1.901 -1.109
O 0.263 -5.166 0.918
O 2.487 -2.310 -3.243
O 3.183 -2.287 3.468
O 2.919 -1.651 1.336
O 0.766 2.387 -3.525
O 2.545 -1.704 -5.400
O 1.013 1.852 -1.131
N 0.583 -2.892 1.043
N 1.194 0.825 2.218
N 0.396 -2.622 -1.645
N 0.862 -0.015 -2.672
N 1.688 2.752 3.843
C 2.108 -1.631 -4.247
C -4.470 1.989 -0.126
C 7.337 1.968 -2.781
C 0.077 -3.931 -1.090
C 2.876 2.430 3.040
C 2.579 -2.270 2.387
C 5.836 1.843 -2.743
C 2.562 1.327 1.998
C -2.630 -2.198 -2.883
C 0.598 3.115 2.934
C 1.212 -2.983 2.346
C -2.694 1.621 -2.588
C 3.859 0.496 -2.389
C -2.747 0.930 3.372
C -2.206 -2.051 3.266
C 5.239 0.627 -2.431
C 3.060 1.596 -2.662
C 5.018 2.933 -3.027
C 3.637 2.813 -2.992
C -3.397 -3.589 -0.251
C 1.077 0.360 3.605
C 0.254 1.930 1.998
C -5.033 -1.337 -1.409
C 1.287 1.550 4.577
C 0.318 -4.039 0.414
C -1.790 3.246 -0.214
C -4.776 -0.901 2.213
C 0.976 -0.590 -4.016
H -4.509 2.117 0.958
H -3.510 -4.387 -0.991
H 3.408 -0.468 -2.185
H 7.773 1.246 -3.474
H -5.040 -1.825 1.701
H -3.262 0.778 -2.985
H -5.579 -1.115 -0.496
H 0.043 -1.122 -4.249
H -3.500 -2.356 -3.527
H -2.327 4.080 -0.679
H -5.550 -2.154 -1.924
H 0.594 -2.529 3.126
H -2.097 -2.955 2.666
H -5.072 -0.461 -2.058
H -5.304 -0.078 1.731
H 0.087 -0.084 3.734
H -2.533 -3.832 0.367
H 3.247 0.484 2.065
H -5.136 -0.976 3.245
H -2.862 -2.273 4.114
H -5.164 1.196 -0.395
H 0.370 1.785 5.126
H 0.913 3.988 2.358
H 5.469 3.885 -3.285
H -3.133 2.542 -2.983
H 7.641 2.967 -3.098
H -1.791 3.408 0.866
H 1.272 -2.594 -2.250
H -1.219 -1.812 3.662
H -0.763 3.250 -0.578
H -2.006 -3.089 -2.977
H -0.756 1.555 2.179
H -0.267 3.411 3.536
H -2.076 -1.347 -3.285
H 0.687 -4.709 -1.553
H 1.074 0.181 -4.784
H -4.280 -3.613 0.390
H 7.771 1.779 -1.797
H 1.353 -4.029 2.621
H -2.923 1.857 2.823
H -3.493 0.866 4.170
H 0.319 2.217 0.953
H -4.824 2.920 -0.581
H 1.822 -0.418 3.772
H -0.967 -4.184 -1.277
H 3.661 2.106 3.727
H 2.602 1.717 0.977
H -1.765 1.004 3.843
H -1.671 1.549 -2.964
H -0.343 -2.262 -2.235
H 3.217 3.348 2.554
H 2.063 1.317 5.310
H 5.855 -0.240 -2.225
H 2.996 3.653 -3.226
```

## Properties
Kohn-Sham gap	6.9	eV
ΔE to the lowest compared entry with this formula, charge and spin	0.323	eV
maximum force	0.0084	Eh/bohr
multiplicity	1
net charge	-2
E_LUMO	4.200	eV
E	-99887.36788	eV

Atom charges from the Löwdin analysis, given in e for atoms 1 to 2: atom 1 (Bi): 1.71, atom 2 (S): 0.48